14
Properties=species:S:1:pos:R:3:forces:R:3 method="wB97M-V/def2-TZVPD" smiles="O=CNNCC(=O)O" orbital_gap_ev=10.30 de_lowest_ev=2.779 e_tot_ev=-12329.4486 max_force_ev_per_a=3.61
O -1.967 0.418 1.311 0.816 -1.164 -0.614
C -0.887 0.180 1.802 0.972 1.438 2.459
N 0.221 -0.521 1.304 -2.180 -0.443 -0.503
N 0.127 -1.041 0.013 0.058 1.627 -0.636
C 0.866 -0.228 -0.944 2.477 -0.086 -0.899
C -0.002 0.926 -1.596 1.769 -0.318 -1.309
O 0.564 1.746 -2.327 -1.832 -1.620 1.756
O -1.283 0.903 -1.254 -0.087 -1.052 0.403
H -0.697 0.682 2.848 0.309 -1.185 -1.575
H 1.129 -0.568 1.729 -0.086 0.372 0.590
H 0.269 -2.018 -0.138 0.113 -0.523 0.761
H 1.680 0.436 -0.421 -1.147 -1.535 -0.791
H 1.493 -1.011 -1.690 -1.996 2.593 1.536
H -1.513 0.096 -0.637 0.812 1.896 -1.177